The following is a quantum chemistry calculation of C6H9N in the gas phase, from the Open Molecules 2025 dataset.

Total energy ... -288.556107 Ha
Multiplicity ... 1
Energy relative to the best compared isomer or geometry (same formula, charge and spin) ... 593.2 kJ/mol
Maximum force ... 0.51 eV Å⁻¹
LUMO energy ... 0.0344 hartree
Highest occupied orbital energy ... -0.2774 Eh

Positions of all 16 atoms, in Å:
C  1.42887  1.45352  -0.00516
C  0.69108  0.36587  -0.71804
N  2.27430  0.35791  -0.17120
C  0.86840  -1.19339  -0.04425
C  -0.35422  -0.42328  0.00828
C  -1.35034  -0.03136  1.03009
C  -1.78944  -0.58065  -0.31798
H  1.04119  1.74889  0.98318
H  1.55610  2.30774  -0.69307
H  0.62355  0.38681  -1.80101
H  1.42739  -1.40582  0.85314
H  1.00780  -1.89074  -0.86715
H  -1.50523  1.02880  1.21568
H  -1.47799  -0.66385  1.90576
H  -2.21553  -1.57913  -0.35018
H  -2.22591  0.11868  -1.02809


The following is a quantum chemistry calculation of C6H9N in the gas phase at a distorted geometry, from the Open Molecules 2025 dataset.

Total energy ... -288.662676 Ha
Multiplicity ... 1
Energy relative to the best compared isomer or geometry (same formula, charge and spin) ... 313.4 kJ/mol
Maximum force ... 2.34 eV Å⁻¹
LUMO energy ... 0.0229 hartree
Highest occupied orbital energy ... -0.2931 Eh

Positions of all 16 atoms, in Å:
C  -0.33441  -1.81527  -0.96170
C  1.37422  0.24867  0.12946
C  0.12806  0.77027  0.75575
C  0.22008  1.46265  2.06138
C  -0.89961  0.53966  -0.06153
C  -0.30491  -0.21796  -1.21891
N  1.09004  0.22538  -1.16896
H  -0.10819  -2.22606  0.04802
H  0.32977  -2.34865  -1.66170
H  -1.36364  -2.09318  -1.18742
H  -0.74669  1.81285  2.41941
H  0.88712  2.32211  1.94632
H  0.65471  0.81870  2.82964
H  -1.94833  0.77162  0.09866
H  -0.71381  -0.05572  -2.20917
H  1.73559  -0.21508  -1.81924


The following is a quantum chemistry calculation of a molecular structure, C6H9N at a distorted geometry, from the Open Molecules 2025 dataset.

Total energy ... -288.550564 Ha
Multiplicity ... 1
Energy relative to the best compared isomer or geometry (same formula, charge and spin) ... 607.7 kJ/mol
Maximum force ... 3.82 eV Å⁻¹
LUMO energy ... 0.0370 hartree
Highest occupied orbital energy ... -0.2931 Eh

Positions of all 16 atoms, in Å:
C  -1.81300  -0.38756  -0.70153
N  -0.80966  0.45715  -0.22626
C  -0.35671  0.06012  1.05029
C  1.09887  -0.49532  0.84628
C  1.38439  -0.36812  -0.65661
C  0.54068  0.92417  -0.57927
C  0.84358  0.99273  0.95805
H  -2.20570  -0.01125  -1.67402
H  -2.45343  -0.45671  0.57585
H  -1.69506  -1.47122  -0.71151
H  -1.45777  -0.31778  1.50455
H  1.63419  -1.12067  1.55526
H  0.99519  -1.12996  -1.34483
H  2.44358  -0.17836  -0.86839
H  0.60293  1.72881  -1.31933
H  1.24794  1.77398  1.59147